Molecular formula: C5H7BrN2
Method: DFT, ωB97M-V/def2-TZVPD

Last column: Mulliken charge in e.
Positions of all 15 atoms, in Å:
C: 1.596 -1.188 -0.314  -0.74
C: 0.739 -0.615 0.599  -0.24
C: -0.384 1.270 -0.182  -0.38
C: -0.663 -0.248 0.182  -0.59
C: -3.122 0.750 0.753  -0.13
N: -1.573 2.195 -0.208  -0.85
N: -2.599 1.673 0.259  0.60
Br: -4.307 -0.338 -0.099  0.01
H: 2.721 -1.342 -0.082  0.25
H: 1.222 -1.283 -1.388  0.21
H: 1.076 -0.424 1.597  0.43
H: 0.402 1.461 0.458  0.49
H: -0.090 1.379 -1.277  0.25
H: -0.950 -0.752 -0.722  0.22
H: -1.385 -0.155 0.970  0.47

Forces on atoms 1 to 2 (eV/Å):
-0.1 1.4 0.7
1.1 -2.6 -2.3

Values from the calculation:
* orbital gap: 8.556 eV
* ΔE to the lowest compared entry with this formula, charge and spin: 107.0 kcal per mole
* LUMO: -0.22 eV
* charge: 0